[1]
This record from the Open Molecules 2025 dataset describes C10H24IMnO2P2 as an isolated structure. The level of theory is ωB97M-V/def2-TZVPD.

The geometry in ORCA input format:
```
! RIJCOSX wB97M-V def2-TZVPD def2/J DEFGRID3
* xyz 2 5
C -1.64 -1.87 -2.03
C -1.52 -1.56 -0.57
H -0.88 -2.61 -2.33
H -1.53 -0.97 -2.64
H -2.63 -2.29 -2.21
O -2.50 -1.56 0.20
I 0.85 2.74 0.39
Mn 0.14 0.42 0.19
P -1.15 0.55 2.11
C -1.48 -1.00 3.01
C -0.55 1.65 3.46
H -1.26 1.59 4.30
H -3.38 1.34 2.61
H -0.49 2.68 3.11
H -2.65 2.22 1.22
H -0.53 -1.48 3.28
H 0.44 1.33 3.80
C -2.78 1.24 1.70
H -2.05 -0.77 3.92
H -3.27 0.55 1.00
H -2.05 -1.66 2.35
P 1.34 0.28 -1.82
C 1.68 -1.29 -2.69
C 0.51 1.30 -3.08
H 3.00 2.08 -1.63
H 3.59 0.71 -2.63
H 3.57 0.57 -0.85
C 3.04 0.98 -1.72
H 0.22 2.27 -2.65
H 1.19 1.46 -3.93
H 2.68 -1.24 -3.15
H 0.93 -1.46 -3.47
H -0.39 0.78 -3.43
H 1.66 -2.12 -1.97
C -0.12 -1.51 0.00
O 0.53 -2.51 0.25
C 1.66 -0.14 1.33
H 1.31 -0.86 2.07
H 2.12 0.73 1.82
H 2.39 -0.60 0.66
*
```

LUMO level (alpha / beta) = -0.3322 / -0.3908 hartree
Largest force on an atom = 0.1142 hartree/bohr
Orbital gap (alpha / beta) = 7.2 / 5.8 eV
E = -2676.615977 Eh

Atom charges from the Löwdin analysis, given in e for atoms 1 to 5: C 0.05; C -0.35; H 0.11; H 0.10; H 0.13

[2]
This record from the Open Molecules 2025 dataset describes a 2-piece molecular cluster, C10H24IN4O2P overall. The level of theory is ωB97M-V/def2-TZVPD.

The geometry in ORCA input format:
```
! RIJCOSX wB97M-V def2-TZVPD def2/J DEFGRID3
* xyz 0 1
C 0.22 3.58 0.48
N 0.45 2.23 0.00
C 0.19 2.20 -1.44
P -0.01 0.78 0.82
O 0.98 -0.19 0.22
N 0.61 0.77 2.44
C 1.13 1.96 3.09
C 1.49 -0.35 2.77
N -1.57 1.38 1.35
C -2.08 0.96 2.67
C -2.61 0.91 0.38
H -0.84 3.86 0.50
H 0.73 4.29 -0.18
H 0.64 3.76 1.46
H -0.87 2.35 -1.68
H 0.50 1.24 -1.87
H 0.75 2.97 -1.96
H 2.05 2.32 2.61
H 1.36 1.74 4.13
H 0.40 2.76 3.12
H 2.51 -0.20 2.39
H 1.11 -1.29 2.37
H 1.55 -0.47 3.86
H -2.02 -0.12 2.82
H -3.12 1.27 2.77
H -1.55 1.45 3.49
H -2.71 -0.18 0.39
H -2.37 1.21 -0.64
H -3.58 1.35 0.62
O -1.11 -4.02 -4.60
C -0.27 -3.51 -3.89
C -0.38 -2.35 -2.93
C 0.89 -2.52 -2.05
C 1.55 -3.83 -2.51
I 0.89 -5.64 -1.52
N 1.08 -3.94 -3.90
H -0.43 -1.43 -3.52
H -1.24 -2.32 -2.27
H 1.50 -1.63 -1.93
H 0.47 -2.79 -1.08
H 2.62 -3.68 -2.56
H 1.10 -4.89 -4.25
*
```

LUMO level = 0.0067 hartree
Largest force on an atom = 0.1279 hartree/bohr
Orbital gap = 8.9 eV
SMILES string = CN(C)P(=O)(N(C)C)N(C)C.O=C1CC[C@@H](I)N1
E = -1403.945391 Eh

Atom charges from the Löwdin analysis, given in e for atoms 1 to 5: C -0.14; N -0.30; C -0.14; P 0.71; O -0.29

[3]
This record from the Open Molecules 2025 dataset describes C10H24IO5P2STb as an isolated structure. The level of theory is ωB97M-V/def2-TZVPD.

The geometry in ORCA input format:
```
! RIJCOSX wB97M-V def2-TZVPD def2/J DEFGRID3
* xyz 2 7
C -2.34 -3.59 -2.03
C -1.24 -2.80 -1.56
H -2.00 -4.57 -2.40
H -2.84 -3.01 -2.83
H -3.05 -3.70 -1.19
O -0.12 -2.65 -1.27
I -3.45 1.14 0.60
Tb -0.70 0.61 0.21
P -0.47 -1.28 2.34
C 1.11 -1.49 3.23
C -1.35 -0.24 3.59
H -1.46 -0.86 4.50
H -1.54 -3.00 3.66
H -2.33 0.05 3.19
H -2.21 -2.90 2.00
H 1.61 -0.51 3.29
H -0.78 0.67 3.80
C -1.29 -2.89 2.60
H 0.92 -1.89 4.24
H -0.64 -3.71 2.27
H 1.76 -2.18 2.67
P 0.41 0.93 -2.36
C 2.19 1.26 -2.62
C -0.02 -0.12 -3.78
H -1.41 2.44 -2.96
H 0.12 2.85 -3.82
H -0.12 3.30 -2.09
C -0.32 2.53 -2.86
H -1.06 -0.46 -3.68
H 0.07 0.47 -4.70
H 2.35 1.65 -3.64
H 2.77 0.33 -2.50
H 0.64 -1.00 -3.83
H 2.55 1.99 -1.89
C 1.25 -1.03 -0.28
O 2.25 -1.60 -0.34
C 2.11 3.65 1.09
S 0.65 2.77 1.59
O 1.03 1.29 1.62
O 0.08 3.25 2.82
O -0.26 2.83 0.38
H 2.66 3.98 1.97
H 1.74 4.51 0.52
H 2.73 3.00 0.46
*
```

LUMO level (alpha / beta) = -0.3764 / -0.3757 hartree
Largest force on an atom = 0.1337 hartree/bohr
Orbital gap (alpha / beta) = 4.5 / 4.5 eV
E = -2974.147114 Eh

Atom charges from the Löwdin analysis, given in e for atoms 1 to 5: C 0.10; C 0.08; H 0.17; H 0.15; H 0.15

[4]
This record from the Open Molecules 2025 dataset describes an isolated ion of composition C10H24N2P and charge +1. The level of theory is ωB97M-V/def2-TZVPD.

The geometry in ORCA input format:
```
! RIJCOSX wB97M-V def2-TZVPD def2/J DEFGRID3
* xyz 1 1
C 1.77 -3.25 3.34
N 1.59 -2.68 2.03
C 2.39 -1.80 1.46
N 3.47 -1.36 2.09
P 2.12 -1.34 -0.30
C 0.31 -0.94 -0.24
C -0.05 0.00 -1.41
C 0.21 -0.71 -2.73
C -1.51 0.46 -1.30
C -1.74 1.87 -0.73
C -1.10 2.04 0.65
C -3.25 2.08 -0.59
C -1.19 2.93 -1.69
H 2.71 -3.81 3.40
H 1.77 -2.48 4.11
H 0.95 -3.94 3.54
H 0.80 -3.00 1.49
H 3.74 -1.70 3.00
H 4.09 -0.71 1.63
H 2.59 -0.04 -0.11
H 0.06 -0.47 0.71
H -0.26 -1.86 -0.35
H 0.60 0.88 -1.36
H -0.44 -1.57 -2.84
H 1.25 -1.05 -2.79
H 0.03 -0.04 -3.57
H -2.07 -0.26 -0.68
H -1.96 0.43 -2.29
H -0.01 1.98 0.60
H -1.35 3.02 1.05
H -1.47 1.29 1.34
H -3.75 1.96 -1.55
H -3.68 1.37 0.11
H -3.47 3.08 -0.23
H -1.65 2.83 -2.67
H -1.40 3.93 -1.31
H -0.11 2.84 -1.81
*
```

LUMO level = -0.1116 hartree
Largest force on an atom = 0.0083 hartree/bohr
Orbital gap = 10.2 eV
SMILES string = CNC(=[NH2+])PC[C@@H](C)CC(C)(C)C
Energy relative to the best compared isomer or geometry (same formula, charge and spin) = 0.0437 eV
E = -846.074141 Eh

Atom charges from the Löwdin analysis, given in e for atoms 1 to 5: C -0.04; N -0.01; C -0.54; N 0.17; P 1.05

[5]
This record from the Open Molecules 2025 dataset describes a 2-piece molecular cluster, C10H24N3 overall. The level of theory is ωB97M-V/def2-TZVPD.

The geometry in ORCA input format:
```
! RIJCOSX wB97M-V def2-TZVPD def2/J DEFGRID3
* xyz 1 1
C 1.71 1.30 2.00
C 0.50 1.50 1.43
C -1.51 -3.29 1.71
C 2.81 0.61 -3.16
C -2.46 1.01 1.35
C -1.56 1.97 -0.83
C -0.21 -3.06 0.83
C 1.50 0.34 -2.30
C -1.52 0.76 0.08
C -0.14 0.43 0.71
N -0.21 -1.85 0.10
N 0.20 -0.78 0.82
N 1.42 1.19 -1.16
H 2.16 2.11 2.54
H 2.32 0.33 1.84
H 0.00 2.34 1.64
H -1.53 -4.31 1.75
H -1.39 -3.08 2.81
H -2.51 -2.82 1.17
H 2.86 1.71 -3.25
H 3.59 0.26 -2.55
H 2.85 0.17 -4.16
H -3.60 0.95 1.14
H -2.21 1.92 1.91
H -2.32 0.15 2.05
H -1.52 2.88 -0.19
H -2.49 1.81 -1.24
H -0.77 1.88 -1.67
H 0.65 -3.35 1.47
H -0.23 -3.86 0.14
H 1.21 -0.73 -2.23
H 0.78 0.71 -3.11
H -2.03 0.00 -0.48
H -1.15 -1.63 -0.36
H 1.09 -0.94 1.38
H 2.29 1.18 -0.60
H 1.42 2.17 -1.56
*
```

LUMO level = -0.1394 hartree
Largest force on an atom = 0.1134 hartree/bohr
Orbital gap = 8.8 eV
Energy relative to the best compared isomer or geometry (same formula, charge and spin) = 4.8116 eV
E = -559.298714 Eh

Atom charges from the Löwdin analysis, given in e for atoms 1 to 5: C 0.09; C -0.09; C -0.07; C -0.08; C -0.04

[6]
This record from the Open Molecules 2025 dataset describes a 2-piece molecular cluster, C10H25N5O4PSi overall. The level of theory is ωB97M-V/def2-TZVPD.

The geometry in ORCA input format:
```
! RIJCOSX wB97M-V def2-TZVPD def2/J DEFGRID3
* xyz 1 1
C -1.01 4.12 -1.21
Si -0.14 2.69 -0.39
C -0.65 2.59 1.40
C -0.56 1.08 -1.26
C 1.74 2.94 -0.52
N 2.23 4.17 -0.36
N 3.53 4.33 -0.34
C 4.28 3.24 -0.50
P 6.10 3.39 -0.35
O 6.62 2.70 0.82
O 6.35 4.95 -0.34
O 6.64 2.83 -1.74
N 3.81 2.01 -0.75
N 2.51 1.86 -0.76
H -1.02 4.99 -0.56
H -0.53 4.40 -2.15
H -2.04 3.82 -1.42
H -1.74 2.65 1.44
H -0.24 3.41 2.00
H -0.34 1.65 1.86
H -1.59 1.11 -1.62
H 0.11 0.92 -2.11
H -0.46 0.23 -0.58
H 5.93 5.46 -1.04
H 6.12 3.07 -2.52
C -3.13 -3.23 -0.62
N -2.16 -3.99 0.23
C -1.30 -4.82 -0.68
C -2.90 -4.90 1.15
C -1.23 -3.08 1.00
C -1.86 -2.24 2.09
O -2.80 -1.36 1.52
H -3.59 -3.93 -1.31
H -3.88 -2.77 0.02
H -2.59 -2.46 -1.16
H -1.93 -5.50 -1.24
H -0.59 -5.38 -0.08
H -0.77 -4.16 -1.36
H -3.57 -4.31 1.77
H -2.19 -5.44 1.77
H -3.48 -5.60 0.55
H -0.75 -2.44 0.26
H -0.48 -3.72 1.45
H -1.03 -1.69 2.55
H -2.30 -2.86 2.88
H -3.12 -0.75 2.20
*
```

LUMO level = -0.1016 hartree
Largest force on an atom = 0.0069 hartree/bohr
Orbital gap = 8.7 eV
E = -1601.415388 Eh

Atom charges from the Löwdin analysis, given in e for atoms 1 to 5: C -0.18; Si 0.53; C -0.18; C -0.18; C -0.34

Question: What is the largest force on an atom in the sixth record?
Answer: 0.0069 hartree/bohr